144
Properties=species:S:1:pos:R:3:forces:R:3 method="wB97M-V/def2-TZVPD" smiles="CNC(C)=O.CNC(C)=O.CNC(C)=O.CNC(C)=O.CNC(C)=O.CNC(C)=O.CNC(C)=O.CNC(C)=O.CNC(C)=O.CNC(C)=O.CNC(C)=O.CNC(C)=O" homo_ha=-0.290 total_energy_ev=-81146.2545 de_lowest_kj_mol=648.0 gap_ev=7.94
C 4.720176 0.644747 -0.796595 0.017 -1.077 -0.022
C 4.689836 0.528057 -2.341905 0.558 3.057 0.364
O 4.476236 1.599817 -2.933695 0.117 -2.560 -0.077
N 4.995966 -0.678733 -2.914065 -0.788 1.115 0.106
C 4.994436 -1.008783 -4.350735 1.738 -1.361 0.823
H 3.789656 1.089207 -0.443505 -0.161 -0.261 -0.188
H 5.484156 1.268557 -0.332585 0.292 0.362 -0.875
H 4.899306 -0.318743 -0.319425 -0.441 -0.314 0.137
H 5.305706 -1.381473 -2.258075 -0.145 -0.001 -0.372
H 4.704876 -0.282353 -5.110055 -0.599 0.122 0.830
H 4.583126 -2.015603 -4.423035 -1.017 0.333 -0.460
H 6.024746 -1.271903 -4.590135 0.421 0.451 -0.239
C 3.882466 0.219847 3.409415 0.312 -1.241 0.829
C 4.577366 1.403457 2.926985 -1.152 2.713 0.101
O 3.928856 2.258227 2.324625 0.853 -0.025 -0.389
N 5.868556 1.558917 3.300115 1.070 0.162 0.153
C 6.693506 2.751597 3.174955 -0.368 1.120 -0.066
H 4.171026 0.052537 4.447125 0.185 -0.435 0.026
H 4.295206 -0.568443 2.779865 -0.561 -0.696 0.278
H 2.797426 0.322907 3.423175 0.240 0.033 -0.625
H 6.254346 0.947737 4.005615 -0.423 -0.369 -0.320
H 6.220606 3.617967 2.712505 -0.625 -0.557 -0.462
H 7.620316 2.604997 2.620315 0.005 -0.346 0.191
H 6.884696 3.174447 4.161235 0.442 -0.407 0.223
C 1.497356 -0.602073 -3.971525 -0.586 -0.878 1.110
C 0.622206 -1.794473 -4.246275 1.704 0.572 1.271
O -0.413654 -1.771903 -4.857535 -1.309 0.403 -1.259
N 1.069106 -2.958423 -3.754975 0.595 -2.600 0.349
C 1.943836 -3.361643 -2.627675 -0.158 1.187 -0.149
H 0.825746 0.113117 -3.496615 0.264 0.833 -0.906
H 2.074916 -0.412263 -4.876235 -0.288 0.741 0.213
H 2.158236 -0.835703 -3.136805 0.422 -0.114 -0.253
H 0.499496 -3.712153 -4.112095 -0.054 -0.102 0.180
H 1.832206 -4.426133 -2.421505 -0.345 0.211 -0.033
H 1.689526 -2.754773 -1.758695 -0.238 -0.346 0.290
H 3.013156 -3.188623 -2.749075 0.096 0.094 -0.668
C -1.794784 -2.846543 1.845065 0.128 -0.554 0.416
C -0.258744 -2.833033 1.976665 -3.766 1.453 1.002
O 0.380046 -3.113513 1.043615 3.617 -1.644 -4.227
N 0.253506 -2.405683 3.121275 -0.289 -0.066 1.810
C 1.646566 -2.524913 3.567245 -0.973 0.988 -0.072
H -2.338614 -1.904133 1.780245 0.474 0.238 0.226
H -2.200254 -3.379263 2.705235 -0.321 -0.060 -0.031
H -2.042984 -3.403643 0.941665 0.102 -0.051 0.152
H -0.495634 -2.242133 3.778645 0.661 0.136 0.477
H 2.303076 -2.057763 2.833165 0.011 -0.246 0.006
H 1.973416 -3.535683 3.811395 -0.143 -0.022 -0.113
H 1.643536 -1.888843 4.452405 0.556 -0.214 0.181
C 1.221546 0.205417 0.913815 -3.039 1.026 -0.712
C 0.217116 0.586037 -0.193075 0.716 1.492 -3.340
O 0.643326 1.169657 -1.238045 -0.481 -1.401 1.792
N -1.127324 0.406607 -0.066055 0.691 -0.206 -0.128
C -2.104884 0.432287 -1.220235 1.397 0.222 1.496
H 0.489146 -0.073203 1.671495 0.861 -0.606 0.861
H 1.601416 1.200727 1.144325 0.940 -0.425 0.295
H 1.900886 -0.579013 0.580245 -0.016 0.309 0.235
H -1.469514 0.079697 0.826205 -0.120 -0.186 -0.055
H -2.720474 1.322167 -1.088875 -0.471 -0.404 -0.131
H -2.579694 -0.545403 -1.137885 -0.594 0.413 -0.423
H -1.572644 0.545747 -2.164665 0.143 -0.193 0.238
C 7.388596 -1.921223 0.681285 0.419 0.492 -0.899
C 6.129736 -2.515043 1.246645 -1.710 0.095 0.631
O 5.890516 -2.372703 2.438905 0.106 -0.363 -0.185
N 5.172666 -3.093153 0.418995 -0.015 -0.098 -0.836
C 3.918146 -3.792213 0.770565 0.861 -0.076 1.847
H 7.232436 -1.364433 -0.242675 -0.343 -0.162 -0.264
H 8.188946 -2.624733 0.451925 -0.193 -0.292 0.219
H 7.781956 -1.160713 1.355825 -0.163 -0.359 0.317
H 5.304986 -3.138753 -0.581255 0.676 0.225 0.231
H 3.945436 -4.824523 0.421745 -0.177 0.219 -0.600
H 2.977946 -3.272583 0.585865 0.202 0.118 -0.664
H 3.895936 -3.937163 1.850655 0.249 0.233 0.178
C -4.495244 -0.630313 -4.059695 0.358 0.138 -0.673
C -4.058484 -1.915733 -3.299765 -1.178 0.306 1.545
O -4.938974 -2.426913 -2.574565 1.477 0.069 -1.049
N -2.749574 -2.343483 -3.272875 -0.414 1.254 -0.351
C -2.309034 -3.539453 -2.574635 -1.857 -0.225 -0.331
H -5.526364 -0.327123 -3.878125 0.003 -0.640 0.696
H -4.494274 -0.679593 -5.148575 0.512 -0.547 -0.147
H -3.933154 0.277847 -3.841955 0.472 -0.254 0.312
H -2.081184 -1.989583 -3.942285 -0.155 0.304 -0.220
H -2.527714 -4.332653 -3.289565 0.577 -0.670 0.313
H -3.020774 -3.675533 -1.760385 0.222 -0.143 0.219
H -1.285514 -3.552683 -2.200035 -0.088 0.409 -0.295
C 2.985316 3.965287 -1.904005 0.240 -0.313 0.279
C 2.576646 3.811837 -3.345915 0.863 0.239 -0.348
O 3.183646 4.337437 -4.232975 1.754 2.161 -1.622
N 1.593176 2.996667 -3.680505 -1.237 -0.304 2.978
C 1.076336 2.715167 -4.966155 -0.630 -1.206 -0.303
H 2.769526 4.937437 -1.460775 -0.581 -0.040 -0.223
H 4.073436 3.907807 -1.875875 -0.083 -0.262 -0.132
H 2.571586 3.143677 -1.319285 -0.031 0.171 0.325
H 1.332846 2.469107 -2.859525 -0.953 -0.522 -0.473
H 1.201056 3.469317 -5.743195 0.594 -0.010 0.439
H 0.003226 2.541517 -4.886335 -0.195 0.115 0.097
H 1.478306 1.734107 -5.219205 0.134 0.197 -0.964
C -5.423444 -0.670693 3.076495 -0.584 -0.045 -0.918
C -5.689504 -1.717783 1.935535 1.444 -1.721 1.801
O -5.044634 -2.804893 1.884505 -1.509 2.828 -0.141
N -6.609184 -1.322673 1.039385 -0.032 -0.359 -0.606
C -6.802444 -1.983773 -0.253015 -0.721 0.478 -0.286
H -6.188454 0.099957 3.171045 -0.372 0.019 -0.512
H -4.534344 -0.136983 2.740695 0.294 -0.166 0.480
H -5.364364 -1.023613 4.106085 0.563 -0.656 -0.385
H -7.195854 -0.531183 1.261805 0.348 -0.155 0.039
H -7.862404 -2.152923 -0.442685 -0.199 -0.487 0.472
H -6.242414 -2.916143 -0.324825 -0.010 0.365 0.101
H -6.572524 -1.308123 -1.076865 0.753 -0.095 0.098
C -0.713194 1.616437 4.446515 -0.576 0.862 -0.895
C -1.556154 0.379817 4.262015 -1.389 0.023 -0.727
O -2.238074 0.250227 3.226405 0.997 -0.421 1.428
N -1.529174 -0.471903 5.312955 0.523 0.931 -0.272
C -2.243644 -1.697173 5.623635 1.217 0.173 -0.811
H -1.108814 2.242467 3.646725 0.838 0.045 -0.511
H 0.354596 1.413617 4.364135 -0.044 0.143 -0.105
H -0.925524 2.290367 5.276465 0.047 -0.760 0.734
H -0.902614 -0.136963 6.030825 -0.184 -0.231 0.094
H -1.415014 -2.381783 5.804655 -0.430 -0.502 0.990
H -2.688024 -2.144553 4.734545 -0.714 0.567 0.119
H -2.889024 -1.464733 6.470725 -0.192 -0.809 -0.192
C -5.701854 2.368177 0.050035 -0.985 -0.251 -0.997
C -6.464554 2.111767 -1.315755 2.681 -1.864 -1.853
O -5.809554 2.209407 -2.382765 -1.853 0.738 2.088
N -7.729864 1.512297 -1.328095 2.893 0.162 1.096
C -8.549504 1.474207 -2.495375 -2.319 1.863 0.134
H -5.891384 3.386917 0.388175 -0.657 -0.266 0.485
H -4.612374 2.355137 0.019135 -0.100 -0.307 -1.040
H -5.949874 1.543137 0.717785 -0.412 0.474 0.533
H -8.012784 0.969167 -0.524945 -0.055 0.471 -0.086
H -9.216014 0.621567 -2.625285 0.843 -0.523 -0.028
H -8.188304 1.905797 -3.428835 0.894 -0.754 0.284
H -9.256654 2.246117 -2.191745 -0.885 0.205 -0.650
C -2.320164 4.160197 0.441955 0.084 0.897 -0.121
C -0.864844 4.607817 0.805005 -0.532 3.575 -1.293
O -0.422324 5.756177 0.535595 -1.461 -2.619 0.699
N -0.167784 3.719277 1.509615 0.993 -0.340 0.215
C 1.164016 4.035717 2.077645 -0.595 -1.359 0.399
H -3.000114 4.989477 0.637075 0.319 0.398 0.124
H -2.773824 3.356087 1.021365 0.682 -0.394 0.006
H -2.470454 4.000967 -0.625825 0.391 -0.285 -0.059
H -0.335954 2.804107 1.116825 0.198 -0.459 0.637
H 1.242316 3.318657 2.894835 0.271 0.025 0.224
H 1.207306 5.023287 2.536915 -0.183 0.009 -0.597
H 2.013846 3.793107 1.439665 -0.145 0.503 -0.308

125
Properties=species:S:1:pos:R:3:forces:R:3 method="wB97M-V/def2-TZVPD" smiles="CC(C)CCOC(=O)O[PH2]=N.CCCCCC.CCCCCC.CCCCCC.CCCCCC.CCCCCC" homo_ha=-0.359 total_energy_ev=-55617.0203 gap_ev=10.39
C -2.168501 5.245261 -2.541138 -0.005 0.028 -0.055
C -1.836355 4.057104 -3.445515 -0.196 0.069 -0.041
C -0.734431 4.388552 -4.448038 -0.100 -0.175 0.090
C -1.523159 2.746457 -2.696833 -0.032 -0.147 -0.106
C -0.956513 2.898464 -1.301811 -0.073 -0.079 0.397
O -0.297269 1.647555 -0.947522 0.012 -0.022 -0.643
C 0.976881 1.715464 -0.591446 0.033 -0.112 0.372
O 1.470946 2.423246 0.224157 -0.025 0.047 -0.203
O 1.692678 0.729473 -1.260197 0.053 -0.108 0.479
P 2.327321 1.149082 -2.682121 0.140 0.790 -0.378
N 2.384518 2.672998 -2.948145 -0.006 -0.341 -0.273
H -3.160575 5.151447 -2.101410 -0.014 -0.077 0.159
H -2.168446 6.162372 -3.128087 -0.050 0.056 -0.053
H -1.444678 5.388687 -1.741202 0.053 0.024 0.051
H -2.741785 3.857214 -4.021810 -0.031 0.042 -0.108
H -0.903653 5.364198 -4.900169 0.076 0.103 -0.004
H 0.248927 4.355374 -3.978078 0.090 0.090 -0.033
H -0.754054 3.649286 -5.250479 0.167 -0.044 -0.030
H -0.793148 2.174530 -3.271928 0.032 0.022 -0.113
H -2.418428 2.126848 -2.653039 -0.051 -0.072 0.119
H -0.234658 3.706025 -1.223311 0.126 0.006 0.010
H -1.737695 3.033659 -0.559105 -0.037 0.230 0.056
H 3.549752 0.473019 -2.677858 -0.073 -0.360 0.020
H 1.483037 0.485321 -3.571441 -0.037 -0.243 0.069
H 3.321822 3.046554 -3.008081 -0.078 0.243 0.212
C -2.966395 2.630065 -11.326905 -0.029 -0.011 0.017
C -4.107694 3.027608 -10.396237 0.014 0.009 -0.027
C -3.689386 4.006077 -9.299758 -0.014 -0.011 0.017
C -2.616538 3.476896 -8.346680 0.025 0.025 0.000
C -2.980567 2.184227 -7.618979 -0.031 0.032 0.089
C -4.199472 2.323569 -6.709038 0.082 -0.054 -0.029
H -2.169027 2.113442 -10.790533 0.003 -0.001 0.002
H -3.315403 1.962276 -12.115221 -0.003 0.004 -0.009
H -2.530139 3.510228 -11.804195 0.017 0.004 0.008
H -4.542456 2.129766 -9.947979 -0.010 0.004 0.011
H -4.906560 3.486700 -10.983957 -0.008 -0.009 -0.006
H -4.574475 4.299494 -8.728749 0.003 -0.001 0.009
H -3.315532 4.922992 -9.765971 -0.004 0.001 -0.012
H -2.404307 4.248998 -7.599643 0.011 0.001 0.001
H -1.683103 3.327497 -8.895928 0.001 -0.003 0.001
H -2.122458 1.879747 -7.012648 0.002 -0.025 -0.009
H -3.143093 1.376083 -8.337326 -0.005 0.009 -0.015
H -4.033804 3.114761 -5.973849 -0.039 0.010 0.005
H -4.391562 1.396401 -6.167397 -0.002 0.008 0.021
H -5.105164 2.569485 -7.264910 0.014 0.013 -0.033
C 0.531724 0.640955 3.046359 -0.022 -0.056 -0.001
C -0.293241 1.804907 3.582892 0.021 -0.003 -0.024
C 0.555558 2.892958 4.238197 0.005 0.014 0.005
C 1.375219 2.421794 5.441288 -0.006 -0.005 -0.028
C 0.557783 1.779223 6.559971 0.024 0.051 0.070
C -0.469361 2.717022 7.186197 -0.015 -0.072 -0.015
H 1.067821 0.123513 3.844773 -0.013 -0.012 0.005
H -0.104565 -0.094614 2.550131 0.010 -0.006 -0.011
H 1.267667 0.994353 2.322559 0.029 -0.004 0.017
H -1.037875 1.429674 4.291508 -0.009 0.024 0.009
H -0.856321 2.254981 2.760957 -0.003 -0.010 -0.013
H -0.094680 3.720262 4.536231 0.007 0.001 0.021
H 1.240852 3.302232 3.489900 -0.011 -0.007 -0.020
H 1.922892 3.278456 5.846807 -0.004 0.000 0.016
H 2.136026 1.710613 5.107989 0.003 0.006 -0.014
H 1.245473 1.439074 7.338888 -0.002 -0.026 -0.003
H 0.055179 0.881787 6.187936 0.017 -0.010 -0.017
H 0.014522 3.608111 7.591836 -0.006 0.017 -0.013
H -1.000644 2.224702 8.002679 0.001 0.011 0.011
H -1.215938 3.042131 6.459897 0.004 0.011 -0.008
C 4.972799 -4.042373 5.338009 0.014 0.019 -0.028
C 4.811600 -2.757954 4.531134 0.007 -0.047 -0.014
C 3.354680 -2.373578 4.284671 -0.054 0.082 0.040
C 2.535862 -3.386245 3.485707 -0.031 -0.001 0.001
C 3.078591 -3.705614 2.094419 -0.023 0.011 -0.034
C 3.144645 -2.494874 1.167331 0.002 -0.067 -0.006
H 4.546280 -4.901413 4.817810 -0.003 -0.003 -0.002
H 6.024593 -4.262280 5.524415 0.004 0.003 0.007
H 4.473135 -3.957824 6.305593 -0.016 -0.010 0.000
H 5.337834 -2.857879 3.577218 -0.004 0.011 -0.006
H 5.300782 -1.936731 5.060816 0.015 0.001 -0.004
H 3.319157 -1.403410 3.780647 0.014 0.001 0.001
H 2.863077 -2.226168 5.252317 0.009 0.022 0.007
H 1.518946 -2.993900 3.380616 -0.007 -0.006 -0.002
H 2.440653 -4.314945 4.055137 0.014 -0.001 0.000
H 2.431115 -4.462652 1.644047 0.021 -0.013 -0.021
H 4.069203 -4.163626 2.169723 0.001 0.001 0.027
H 2.164274 -2.022087 1.073450 0.004 0.027 0.017
H 3.466539 -2.792841 0.168078 0.004 0.026 -0.010
H 3.845692 -1.740245 1.527248 -0.007 0.002 0.018
C 1.677804 -6.000112 -5.790406 -0.010 0.023 -0.025
C 2.041933 -4.806575 -6.667600 0.010 -0.028 0.010
C 2.929497 -3.780416 -5.964974 0.004 0.006 0.008
C 2.304450 -3.138234 -4.724949 0.005 -0.002 0.001
C 0.969468 -2.437264 -4.971740 0.025 0.044 0.007
C 1.061821 -1.284015 -5.965498 -0.053 0.004 0.028
H 1.101890 -5.697750 -4.914463 -0.002 0.003 0.004
H 1.077258 -6.724565 -6.341278 0.004 -0.008 -0.005
H 2.576217 -6.511131 -5.437664 0.003 0.003 0.018
H 1.128052 -4.325335 -7.027034 0.003 0.013 -0.008
H 2.564214 -5.162117 -7.559203 -0.008 -0.006 -0.009
H 3.208022 -3.001795 -6.680183 -0.003 0.009 0.005
H 3.865354 -4.264743 -5.669330 0.002 -0.009 -0.005
H 3.016315 -2.412541 -4.315882 -0.006 0.008 0.004
H 2.170028 -3.894825 -3.947683 0.006 -0.008 -0.001
H 0.595500 -2.059584 -4.015461 -0.020 0.003 -0.004
H 0.224931 -3.158808 -5.317975 0.003 -0.018 0.007
H 1.788282 -0.540220 -5.628548 0.018 0.012 -0.048
H 0.098170 -0.783990 -6.077135 0.018 0.021 0.005
H 1.372553 -1.616637 -6.956573 0.002 -0.037 0.005
C -0.325558 -0.426061 9.556128 0.013 -0.053 -0.080
C -1.340579 -0.990421 8.567083 -0.012 0.066 0.022
C -2.735249 -1.178506 9.161643 -0.005 -0.011 0.005
C -2.805006 -2.159872 10.333350 -0.005 0.011 0.000
C -2.290180 -3.564387 10.022100 -0.022 -0.018 -0.005
C -3.069978 -4.268728 8.916453 0.031 0.005 0.015
H -0.166487 -1.095979 10.402440 -0.016 0.003 0.012
H 0.640411 -0.275580 9.072605 0.011 0.025 0.019
H -0.658728 0.538035 9.946928 0.001 -0.005 0.031
H -0.972548 -1.938724 8.165527 -0.009 -0.006 -0.009
H -1.418851 -0.311394 7.713835 0.012 -0.013 -0.018
H -3.417709 -1.502589 8.371377 -0.005 -0.007 0.004
H -3.108867 -0.206796 9.500360 0.005 0.008 -0.005
H -3.845620 -2.229779 10.665649 -0.003 -0.010 0.004
H -2.245982 -1.756712 11.181980 0.004 0.009 -0.003
H -2.342150 -4.162697 10.935274 0.007 -0.010 -0.001
H -1.231596 -3.521270 9.751096 0.008 0.008 0.009
H -4.128523 -4.343567 9.175030 -0.010 0.012 -0.010
H -2.694784 -5.279442 8.752050 -0.005 -0.007 0.005
H -2.996726 -3.734870 7.967806 0.001 0.004 -0.004